{"formula": "C11H19N2O2", "method": "ωB97M-V with the def2-TZVPD basis set", "elements": ["C", "C", "C", "C", "C", "C", "C", "C", "C", "C", "C", "N", "N", "O", "O", "H", "H", "H", "H", "H", "H", "H", "H", "H", "H", "H", "H", "H", "H", "H", "H", "H", "H", "H"], "positions_angstrom": [[-1.395, 1.243, 0.872], [-0.099, 1.596, 1.120], [-0.090, 0.000, -0.354], [1.245, -1.994, -0.265], [2.495, -2.325, -0.922], [-3.501, -0.134, -1.180], [-2.975, -1.379, 0.907], [3.033, 1.045, 1.229], [2.156, 2.472, -0.715], [-2.390, -0.797, -0.356], [2.113, 1.150, 0.043], [-1.356, 0.215, -0.027], [0.714, 0.818, 0.388], [0.723, -2.283, 0.725], [0.473, -0.912, -1.128], [-2.368, 1.417, 1.329], [0.194, 2.351, 1.826], [2.754, -1.486, -1.614], [2.297, -3.088, -1.671], [3.387, -2.412, -0.255], [-3.898, 0.850, -0.781], [-4.575, -0.741, -1.118], [-3.263, -0.016, -2.177], [-3.777, -0.816, 1.271], [-2.245, -1.716, 1.694], [-3.379, -2.426, 0.718], [2.638, 1.488, 2.147], [4.104, 1.530, 1.094], [3.329, 0.046, 1.462], [1.704, 3.477, -0.222], [1.701, 2.436, -1.752], [3.285, 2.700, -0.898], [-1.937, -1.611, -0.982], [2.252, 0.350, -0.746]], "lowdin_spin": [0.28, 0.26, 0.52, 0.09, 0.01, 0.01, 0.01, 0.01, 0.02, 0.01, 0.02, 0.27, 0.29, 0.03, 0.13, 0.01, 0.01, 0.00, 0.00, 0.00, 0.00, 0.00, 0.00, 0.00, 0.00, 0.00, 0.00, 0.00, 0.00, 0.00, 0.00, 0.00, 0.00, 0.00], "lumo_ha": [-0.09127, -0.24779], "multiplicity": 3, "charge": 1}


{"formula": "C42H58AsFeN3O7P", "method": "ωB97M-V with the def2-TZVPD basis set", "elements": ["Fe", "O", "C", "O", "C", "C", "C", "C", "C", "O", "C", "C", "O", "O", "H", "H", "H", "H", "H", "H", "H", "H", "O", "C", "O", "C", "C", "C", "C", "C", "C", "N", "C", "C", "C", "C", "C", "C", "N", "H", "H", "H", "H", "H", "H", "H", "H", "H", "H", "C", "C", "C", "C", "P", "N", "C", "C", "C", "C", "C", "C", "C", "C", "H", "H", "H", "H", "H", "H", "H", "H", "H", "H", "H", "H", "H", "H", "H", "H", "H", "H", "H", "H", "H", "H", "H", "H", "H", "H", "H", "C", "As", "C", "C", "C", "C", "C", "C", "C", "C", "H", "H", "H", "H", "H", "H", "H", "H", "H", "H", "H", "H", "H"], "positions_angstrom": [[0.718, -0.968, 0.097], [-0.065, -1.025, 4.117], [-0.384, -1.116, 2.938], [0.486, -1.253, 1.994], [-1.881, -1.164, 2.603], [-2.314, -2.449, 1.866], [-3.823, -2.659, 2.066], [-4.400, -1.564, 1.136], [-3.110, -0.956, 0.563], [-2.244, -2.087, 0.487], [-2.446, -0.075, 1.634], [-1.415, 0.875, 1.041], [-1.435, 2.058, 1.354], [-0.633, 0.386, 0.137], [-2.380, -1.096, 3.568], [-1.690, -3.320, 2.049], [-4.125, -2.549, 3.108], [-4.111, -3.655, 1.730], [-5.005, -0.826, 1.664], [-5.007, -1.996, 0.340], [-3.190, -0.493, -0.419], [-3.175, 0.549, 2.148], [0.979, -8.177, 2.805], [1.114, -8.049, 1.455], [1.395, -9.026, 0.808], [0.891, -6.703, 0.890], [0.745, -6.583, -0.493], [0.548, -5.357, -1.088], [0.466, -4.177, -0.314], [0.643, -4.301, 1.078], [0.847, -5.531, 1.659], [0.292, -2.930, -0.839], [0.005, -2.750, -2.129], [0.186, -1.461, -2.669], [-0.096, -1.112, -4.013], [0.165, 0.152, -4.460], [0.699, 1.107, -3.573], [0.907, 0.726, -2.267], [0.686, -0.510, -1.823], [0.662, -7.344, 3.172], [0.810, -7.481, -1.095], [0.484, -5.298, -2.166], [0.650, -3.398, 1.672], [1.017, -5.551, 2.732], [-0.358, -3.548, -2.771], [-0.515, -1.867, -4.666], [-0.046, 0.420, -5.488], [0.911, 2.121, -3.882], [1.248, 1.437, -1.525], [3.732, -0.144, 3.180], [4.273, -1.321, 2.353], [5.743, -1.561, 2.721], [3.433, -2.526, 2.803], [3.928, -0.989, 0.526], [2.463, -1.324, 0.160], [4.368, 0.819, 0.157], [5.681, 1.342, 0.748], [3.222, 1.714, 0.661], [4.429, 0.984, -1.368], [5.012, -2.113, -0.548], [4.463, -2.084, -1.988], [4.830, -3.564, -0.073], [6.507, -1.789, -0.575], [3.739, -0.445, 4.231], [2.696, 0.080, 2.923], [4.341, 0.753, 3.093], [5.815, -1.607, 3.812], [6.412, -0.771, 2.384], [6.117, -2.509, 2.336], [3.579, -2.643, 3.882], [3.711, -3.459, 2.324], [2.379, -2.326, 2.626], [5.718, 1.259, 1.831], [5.769, 2.407, 0.509], [6.557, 0.841, 0.334], [3.291, 1.923, 1.725], [2.238, 1.281, 0.474], [3.273, 2.671, 0.134], [5.339, 0.560, -1.788], [4.428, 2.051, -1.607], [3.572, 0.525, -1.862], [3.372, -2.103, -1.986], [4.823, -2.974, -2.510], [4.803, -1.217, -2.550], [3.773, -3.832, -0.022], [5.296, -3.758, 0.890], [5.310, -4.222, -0.803], [6.711, -0.824, -1.035], [7.015, -2.545, -1.183], [6.967, -1.803, 0.413], [-3.737, 2.318, -3.608], [-2.649, 2.222, -1.967], [-4.106, 2.677, -0.732], [-1.761, 4.003, -2.053], [-2.639, 5.168, -2.349], [-3.266, 5.875, -1.323], [-4.095, 6.952, -1.599], [-4.320, 7.345, -2.910], [-3.709, 6.647, -3.942], [-2.881, 5.571, -3.663], [-4.338, 3.226, -3.661], [-4.396, 1.448, -3.606], [-3.097, 2.253, -4.489], [-4.661, 3.556, -1.061], [-3.690, 2.829, 0.263], [-4.786, 1.824, -0.697], [-0.976, 3.897, -2.803], [-1.275, 4.102, -1.080], [-3.094, 5.575, -0.296], [-4.565, 7.489, -0.784], [-4.963, 8.189, -3.126], [-3.876, 6.942, -4.971], [-2.408, 5.031, -4.475]], "lowdin_spin": [2.59, -0.01, 0.00, 0.00, 0.00, 0.00, 0.00, 0.00, 0.00, 0.01, 0.00, 0.01, 0.01, 0.04, 0.00, 0.00, 0.00, 0.00, 0.00, 0.00, 0.00, 0.00, 0.00, 0.01, 0.02, 0.05, -0.01, 0.05, 0.02, 0.04, 0.00, 0.24, 0.21, 0.08, 0.05, 0.03, 0.10, 0.00, 0.09, 0.00, 0.00, 0.01, 0.00, 0.00, 0.02, 0.00, 0.00, 0.01, 0.00, 0.00, 0.01, 0.00, 0.00, 0.07, 0.20, 0.01, 0.00, 0.00, 0.00, 0.01, 0.00, 0.00, 0.00, 0.00, 0.00, 0.00, 0.00, 0.00, 0.00, 0.00, 0.00, 0.00, 0.00, 0.00, 0.00, 0.00, 0.00, 0.00, 0.00, 0.00, 0.00, 0.00, 0.00, 0.00, 0.00, 0.00, 0.00, 0.00, 0.00, 0.00, 0.00, 0.00, 0.00, 0.00, 0.00, 0.00, 0.00, 0.00, 0.00, 0.00, 0.00, 0.00, 0.00, 0.00, 0.00, 0.00, 0.00, 0.00, 0.00, 0.00, 0.00, 0.00, 0.00], "lumo_ha": [0.08660, 0.06862], "multiplicity": 5, "charge": -1}


{"formula": "C4H12N2S", "method": "ωB97M-V with the def2-TZVPD basis set", "elements": ["C", "N", "C", "N", "C", "C", "S", "H", "H", "H", "H", "H", "H", "H", "H", "H", "H", "H", "H"], "positions_angstrom": [[-0.811, -0.171, -0.984], [0.627, -0.174, -1.361], [1.449, 0.944, -1.006], [2.509, 0.756, 0.079], [-1.130, 0.198, 0.414], [-1.176, -1.210, 1.139], [-1.160, -0.910, 2.943], [-1.142, -1.183, -1.135], [-1.532, 0.485, -1.601], [0.810, -0.456, -2.394], [2.133, 1.109, -1.902], [0.919, 2.006, -0.810], [3.367, 0.707, -0.445], [2.361, -0.009, 0.744], [-2.176, 0.575, 0.668], [-0.366, 0.810, 0.911], [-0.436, -1.913, 0.930], [-2.217, -1.647, 0.800], [-2.028, 0.083, 3.011]], "mulliken_charge": [-0.82, -0.30, -0.53, -0.51, -0.45, -0.73, -0.22, 0.47, 0.22, 0.27, 0.31, 0.22, 0.24, 0.23, 0.35, 0.41, 0.41, 0.33, 0.11], "lumo_ha": 0.03323, "charge": 0}


Values of relative energy (zero: lowest compared OMol25 entry of this formula, charge and spin), in order: 0.0, 82.7, 179.0, all in kJ/mol.